# 1
59
Properties=species:S:1:pos:R:3:forces:R:3:mulliken_charge:R:1 method="wB97M-V/def2-TZVPD" de_lowest_kj_mol=86.4 homo_lumo_gap_ev=9.546 smiles="COc1ccc(S(=O)(=O)NCC(=O)N(CC(=O)NC[C@H]2CCCO2)c2ccccc2)cc1"
C -4.1395 3.9950 -1.0827 -0.042 0.235 0.088 -0.903
O -3.8877 2.7143 -1.6153 0.054 -0.343 -0.065 -0.428
C -3.7327 1.6702 -0.7657 0.056 -0.233 -0.013 0.589
C -3.4945 0.4307 -1.3704 -0.024 0.226 0.036 -0.553
C -3.2948 -0.6924 -0.5969 -0.074 0.000 -0.101 -0.042
C -3.3372 -0.5846 0.7813 -0.005 -0.647 0.438 -0.091
S -2.9526 -2.0096 1.7877 0.086 0.006 0.305 1.267
O -3.0399 -3.1849 0.9720 0.135 0.191 -0.273 -0.691
O -3.6902 -1.9473 3.0126 0.134 0.381 0.013 -0.719
N -1.3360 -1.8321 2.1964 -0.844 -0.240 0.022 -0.314
C -0.4500 -1.8223 1.0592 0.166 -0.051 -0.105 -1.682
C -0.3592 -0.4280 0.4536 -0.028 -0.077 0.108 0.815
O -0.5684 0.5617 1.1494 0.097 0.033 0.169 -0.803
N -0.0849 -0.3402 -0.8576 0.016 0.126 -0.281 1.169
C 0.0009 0.9700 -1.4908 0.175 0.282 0.002 -0.661
C 1.4266 1.5077 -1.2935 -0.683 0.109 -0.047 0.361
O 2.2448 1.5538 -2.1862 0.326 -0.081 -0.268 -0.669
N 1.6530 1.8910 -0.0213 0.066 0.246 0.459 -0.019
C 2.9967 2.0307 0.4879 0.093 -0.442 -0.175 -1.317
C 3.6429 0.6390 0.6869 0.305 0.411 -0.258 0.211
C 4.8149 0.6875 1.6688 -0.209 -0.159 -0.188 -0.770
C 4.1133 0.5387 3.0241 -0.088 -0.014 -0.028 -0.668
C 2.7792 -0.1466 2.6717 -0.102 -0.069 0.405 -0.497
O 2.7314 -0.2819 1.2599 -0.059 -0.131 -0.117 -0.251
C 0.3365 -1.4517 -1.6383 0.166 -0.371 -0.137 -0.352
C -0.4275 -1.8570 -2.7242 0.044 -0.006 0.104 -0.313
C -0.0054 -2.9221 -3.4995 -0.046 0.025 -0.055 -0.961
C 1.1773 -3.5762 -3.1984 0.055 -0.049 -0.011 -0.562
C 1.9426 -3.1622 -2.1210 0.002 -0.086 -0.016 -1.122
C 1.5277 -2.0991 -1.3389 -0.094 0.112 -0.055 0.523
C -3.5902 0.6248 1.3922 -0.095 0.016 -0.012 -0.878
C -3.7923 1.7582 0.6244 -0.034 0.166 -0.051 -0.396
H -5.0752 4.0165 -0.5163 0.041 -0.010 -0.009 0.351
H -3.3171 4.3327 -0.4449 -0.032 -0.023 -0.011 0.355
H -4.2236 4.6573 -1.9426 -0.002 -0.011 0.100 0.256
H -3.4718 0.3876 -2.4479 -0.006 -0.032 -0.142 0.437
H -3.1167 -1.6615 -1.0357 0.024 -0.092 -0.151 0.596
H -1.2084 -1.0179 2.7838 -0.066 0.142 0.132 0.403
H 0.5513 -2.1253 1.3829 -0.097 -0.012 -0.134 0.202
H -0.8340 -2.5545 0.3482 0.275 0.006 -0.045 0.680
H -0.2039 0.8640 -2.5559 0.049 0.039 0.120 0.701
H -0.7319 1.6313 -1.0232 0.038 -0.065 -0.071 0.359
H 0.9302 1.6705 0.6569 0.000 -0.005 -0.179 0.230
H 2.9494 2.5764 1.4310 0.044 0.054 -0.001 0.419
H 3.5892 2.5946 -0.2355 0.034 0.024 0.158 0.365
H 3.9093 0.2380 -0.2951 -0.007 0.061 0.083 0.491
H 5.3835 1.6102 1.5838 0.088 0.046 -0.006 0.337
H 5.4802 -0.1564 1.4880 0.043 0.039 -0.027 0.320
H 3.9353 1.5118 3.4800 0.012 -0.013 0.046 0.290
H 4.6984 -0.0593 3.7191 0.013 0.045 0.046 0.340
H 2.7002 -1.1520 3.0933 -0.026 0.095 0.023 0.418
H 1.9203 0.4418 3.0174 0.044 -0.051 0.000 0.238
H -1.3480 -1.3419 -2.9533 -0.115 0.080 -0.014 0.409
H -0.6019 -3.2412 -4.3408 -0.054 -0.029 -0.069 0.433
H 1.5048 -4.4053 -3.8070 0.028 -0.072 -0.053 0.393
H 2.8703 -3.6643 -1.8921 0.083 -0.046 0.026 0.452
H 2.1203 -1.7557 -0.5048 0.075 0.066 0.122 0.391
H -3.6300 0.6683 2.4689 -0.013 0.108 0.137 0.413
H -3.9849 2.6987 1.1144 -0.021 0.094 0.022 0.448

=====

# 2
40
Properties=species:S:1:pos:R:3:forces:R:3:lowdin_spin:R:1 method="wB97M-V/def2-TZVPD" multiplicity=3 homo_lumo_gap_ev="6.528 / 6.513" total_charge=-1
Pt 0.3601 0.6736 0.0493 0.008 -0.374 -0.101 1.264
C 4.2964 -0.7963 1.0795 0.038 -0.046 0.018 0.003
C 2.8052 -0.5868 1.2418 -0.177 -0.203 -0.220 0.005
O 2.1323 -0.5657 0.1485 0.241 0.252 -0.011 0.119
C 2.2865 -0.4748 2.5145 -0.098 0.204 0.147 0.025
C 0.9063 -0.3357 2.8505 0.068 -0.237 -0.077 0.019
C 0.5080 -0.4119 4.2981 0.016 -0.033 0.023 0.006
N -0.0205 -0.1843 1.9457 0.025 0.285 0.320 0.160
N -1.3381 -0.1819 2.3857 0.225 0.079 -0.186 0.029
C -2.1535 -0.0303 1.3732 -0.242 -0.071 0.022 0.008
O -1.8428 0.0875 0.1411 -0.059 0.158 0.045 0.127
C -3.6173 -0.0011 1.7163 0.053 0.011 0.001 0.005
C -4.5517 0.1309 0.6954 -0.008 0.018 -0.016 0.000
C -5.9098 0.1776 0.9852 0.024 -0.008 0.002 0.000
C -6.3464 0.0946 2.3001 0.038 0.009 -0.023 -0.001
C -5.4151 -0.0372 3.3239 0.010 -0.005 -0.008 0.000
C -4.0603 -0.0845 3.0343 -0.020 -0.032 0.018 0.001
H 4.5558 -0.7310 0.0252 -0.011 0.002 0.001 0.000
H 4.5986 -1.7744 1.4592 -0.005 0.000 -0.002 -0.001
H 4.8497 -0.0356 1.6327 0.003 -0.019 0.008 0.001
H 2.9837 -0.5450 3.3395 -0.015 0.026 0.001 0.002
H 1.3884 -0.5080 4.9318 -0.010 0.001 -0.008 0.001
H -0.1620 -1.2547 4.4684 0.007 -0.009 -0.013 0.000
H -0.0505 0.4849 4.5695 -0.001 -0.005 0.005 0.001
H -4.1864 0.2048 -0.3208 -0.017 0.004 0.009 0.001
H -6.6291 0.2827 0.1817 0.010 0.005 0.002 0.000
H -7.4047 0.1386 2.5285 0.003 -0.011 -0.006 0.000
H -5.7481 -0.1008 4.3530 0.001 0.004 0.002 0.000
H -3.3237 -0.1856 3.8196 -0.002 0.008 0.002 0.000
Cl 1.9974 3.0214 1.5392 -0.061 -0.002 -0.056 0.020
C 0.7243 3.5935 0.4967 -0.024 0.121 0.113 0.033
C -0.0047 2.6628 -0.2479 -0.116 -0.097 0.112 0.102
C -0.9957 3.1960 -1.0738 0.025 0.036 -0.163 0.035
Cl -1.8626 2.1394 -2.1465 0.039 0.003 0.051 0.016
C -1.2878 4.5583 -1.1220 -0.025 -0.039 -0.046 0.000
Cl -2.5418 5.1627 -2.1501 0.040 -0.012 0.037 0.001
C -0.5560 5.4470 -0.3420 -0.009 0.038 -0.014 0.013
Cl -0.9042 7.1393 -0.3880 0.009 -0.024 0.005 0.004
C 0.4687 4.9619 0.4643 0.024 -0.015 0.011 -0.001
Cl 1.4006 6.0691 1.4115 -0.007 -0.024 -0.005 0.001

=====

# 3
118
Properties=species:S:1:pos:R:3:forces:R:3:mulliken_charge:R:1 method="wB97M-V/def2-TZVPD" de_lowest_kj_mol=447.5 homo_lumo_gap_ev=9.057
F -2.2012 3.4048 -3.3132 0.351 0.304 0.265 -0.067
C -2.8923 3.8634 -4.3736 -0.643 -0.263 -0.008 0.341
C -3.5660 2.9410 -5.1171 -0.032 -1.084 -1.479 -0.204
C -4.2720 3.3384 -6.2446 -1.121 1.908 -0.075 -0.606
C -4.5274 4.7174 -6.4547 1.945 -0.709 0.664 -0.494
C -3.7604 5.6380 -5.6938 -2.205 -0.658 -1.423 -0.437
C -2.9788 5.2040 -4.6615 0.955 0.476 1.032 -0.383
H -3.4834 1.8747 -4.9665 0.245 -0.030 0.427 0.412
H -4.7045 2.6439 -6.9496 -0.089 -0.332 0.287 0.351
H -5.1722 5.0803 -7.2415 0.041 -0.126 -0.091 0.371
H -3.9498 6.6658 -5.9659 0.494 0.291 0.471 0.344
H -2.4329 5.8839 -4.0242 0.077 0.201 -0.047 0.399
F -4.2801 -4.4501 6.9118 0.215 0.118 -0.555 -0.311
C -3.9013 -3.6826 5.8510 -0.296 -0.034 -0.300 0.193
C -3.3204 -2.4739 6.0820 -0.529 0.660 1.560 -0.160
C -3.0816 -1.5974 5.0607 0.177 -0.488 -1.289 -0.709
C -3.2434 -2.0278 3.7212 0.223 -0.370 0.646 -0.175
C -3.7713 -3.3121 3.4471 0.018 1.631 1.655 -0.434
C -4.1861 -4.0640 4.5669 0.331 -1.253 -0.912 -0.382
H -3.2436 -2.1586 7.1121 0.259 0.082 0.138 0.374
H -2.7745 -0.6016 5.3442 0.245 0.095 -0.419 0.387
H -2.8854 -1.3730 2.9405 -0.342 -0.001 -0.277 0.609
H -3.9506 -3.5787 2.4160 -0.050 -0.323 0.127 0.253
H -4.6194 -5.0500 4.4862 -0.247 -0.083 -0.402 0.351
C -2.7195 -2.0361 -1.2494 0.274 0.695 0.732 -0.427
S -4.2880 -2.6696 -0.4633 -0.672 2.560 0.362 0.472
O -4.7027 -1.6208 0.6029 1.090 -1.898 -1.714 -0.588
C -5.3962 -2.2225 -1.8960 0.274 -0.159 0.374 -0.915
H -2.8298 -0.9522 -1.2821 -0.540 0.093 -0.585 0.137
H -2.3432 -2.4640 -2.1786 -0.708 -0.127 -0.153 0.567
H -1.8474 -2.0637 -0.5961 -0.298 -0.817 0.621 -0.184
H -5.0928 -1.2621 -2.3128 0.298 -0.162 -0.027 0.209
H -6.4085 -2.0699 -1.5218 0.152 -0.289 0.382 0.362
H -5.4144 -3.0208 -2.6379 0.204 0.083 -0.049 0.347
C 2.6217 1.8243 -1.0952 0.893 -0.305 0.310 -0.007
O 3.9400 1.6467 -1.5723 2.471 -0.275 -1.814 -0.191
C 4.8457 2.5939 -1.9265 0.823 0.830 2.051 0.567
O 4.7385 3.8025 -1.7575 -0.014 -2.129 -0.818 -0.579
O 6.0245 1.9249 -2.2312 -1.414 -0.038 -0.313 -0.277
C 7.2823 2.6047 -2.0920 -0.446 0.864 0.852 -0.689
H 1.9338 1.4614 -1.8589 -0.223 0.822 -0.052 0.075
H 2.5802 2.8381 -0.6970 -0.876 -0.068 -0.129 0.434
H 2.6098 1.0437 -0.3345 -0.539 0.389 0.436 -0.245
H 7.4653 3.3513 -2.8648 -0.239 -0.080 -0.030 0.292
H 8.1271 1.9176 -2.0436 -0.567 -0.511 -0.386 0.258
H 7.2581 3.0819 -1.1123 0.118 0.385 -0.096 0.303
C 0.7680 -2.0882 1.0534 0.159 0.511 1.042 -0.559
O 0.7318 -0.8845 0.2723 -1.057 0.540 -0.668 0.401
C -0.3141 -0.0286 0.4305 -1.040 -0.380 0.104 -0.005
O -1.1608 -0.0056 1.3026 1.447 -0.302 -0.737 -0.575
O -0.3247 0.7983 -0.6406 0.814 -1.618 0.359 0.239
C -1.1042 1.9598 -0.6365 0.055 1.422 0.499 -1.078
H 1.4039 -2.8456 0.5950 -0.110 0.539 -0.519 -0.180
H -0.2114 -2.5236 1.2516 -0.124 0.290 -0.127 0.271
H 1.2368 -1.7858 1.9898 -0.103 -0.395 0.241 0.392
H -0.4453 2.6393 -1.1771 -0.555 0.422 -0.129 0.303
H -1.2813 2.3598 0.3618 0.252 -0.194 0.192 0.481
H -2.0964 1.9134 -1.0855 0.214 -0.647 -0.363 0.256
C 2.6891 1.5697 2.5675 -0.666 -0.774 -1.357 -0.411
O 3.3091 2.0070 3.7416 0.531 0.856 1.872 -0.383
C 3.3601 1.1889 4.8024 -1.135 -3.156 -0.548 0.803
O 2.9142 0.0106 4.7393 1.609 3.823 1.139 -0.582
O 3.9627 1.8267 5.8662 -0.307 -0.903 -1.808 -0.331
C 3.8643 1.1771 7.1208 -1.700 -0.821 1.246 -0.722
H 1.9034 0.8289 2.7156 0.331 -0.265 0.412 0.318
H 3.4426 1.1759 1.8854 -0.036 -0.184 0.106 0.108
H 2.1682 2.3781 2.0543 0.389 0.548 0.407 0.267
H 4.6419 1.3882 7.8548 0.385 0.440 -0.813 0.284
H 3.6951 0.1004 7.1114 0.604 -0.128 -0.814 0.310
H 2.9210 1.4848 7.5721 -0.027 0.492 0.160 0.304
C 0.1878 -6.7413 0.3785 -0.276 -1.470 -0.658 -0.695
O 1.3075 -6.0687 0.8932 2.202 1.263 -0.771 -0.319
C 2.4697 -5.8223 0.0807 -1.910 -0.258 1.096 0.754
O 2.6587 -6.2787 -1.0273 -0.184 0.986 2.082 -0.551
O 3.2976 -4.9849 0.7603 -0.007 -1.419 -1.962 -0.284
C 3.0261 -4.2775 1.9502 -0.409 0.786 0.946 -0.218
H -0.6540 -6.7154 1.0704 0.272 0.742 0.213 0.283
H 0.3929 -7.8100 0.3154 0.265 -0.117 -0.276 0.297
H -0.1367 -6.4160 -0.6100 0.193 0.310 0.047 0.282
H 3.4619 -3.2848 1.8374 -0.136 0.050 -0.303 -0.182
H 3.5313 -4.6724 2.8316 -0.059 -0.685 -0.240 0.367
H 1.9611 -4.1789 2.1604 0.156 -0.227 -0.050 0.350
C -3.8307 4.7232 -0.6067 -0.163 0.164 -1.330 -0.501
O -5.0670 4.6654 0.1106 0.852 1.027 0.530 -0.271
C -5.5200 5.8575 0.5475 -0.484 1.206 1.091 0.750
O -4.9821 6.9299 0.7508 0.758 -1.482 -0.959 -0.573
O -6.8006 5.6778 0.8145 -1.517 0.374 0.623 -0.325
C -7.6313 6.8167 1.2080 -1.210 -0.604 -0.981 -0.683
H -3.6745 3.7247 -1.0152 -0.008 0.091 0.217 0.118
H -2.9201 5.0932 -0.1356 -0.417 -0.121 0.829 0.334
H -4.0127 5.4006 -1.4410 0.206 -0.045 -0.250 0.278
H -8.0518 6.7914 2.2133 1.243 -0.204 0.499 0.285
H -8.5639 6.6319 0.6748 0.097 -0.008 -0.544 0.270
H -7.3023 7.8093 0.9006 0.634 -0.397 0.244 0.318
C 0.0383 0.3123 -4.1754 -1.328 -1.395 1.213 -0.412
O 1.0519 -0.7293 -4.4281 -0.103 0.986 -0.107 -0.364
C 0.8941 -1.9659 -3.9172 -2.894 -0.024 2.006 0.841
O -0.0471 -2.2928 -3.1446 2.836 0.595 -2.174 -0.531
O 1.8665 -2.7585 -4.3558 -0.569 1.363 0.391 -0.405
C 1.9162 -4.0860 -3.8054 0.764 0.584 -0.387 -0.402
H 0.2757 1.1887 -3.5725 1.498 -0.079 -0.461 0.189
H -0.6933 -0.1153 -3.4899 -0.222 -0.455 -0.247 0.096
H -0.5192 0.6306 -5.0563 0.673 -0.336 -0.361 0.389
H 2.0032 -4.0655 -2.7191 -0.634 -0.058 -0.052 0.077
H 2.9051 -4.3756 -4.1607 -0.377 -0.745 -0.169 0.226
H 1.0684 -4.6176 -4.2375 0.308 -0.447 0.490 0.330
C 7.1010 -1.3851 2.8976 -1.163 0.289 1.049 -0.560
O 6.9293 -1.4547 1.4957 -1.300 0.433 -2.321 -0.327
C 5.6547 -1.3702 0.9430 -2.846 -1.600 1.908 0.683
O 4.5936 -1.1368 1.6083 4.013 -0.262 -2.633 -0.405
O 5.6783 -1.8821 -0.3375 1.226 1.485 2.298 -0.399
C 4.5753 -1.9572 -1.2588 -0.402 0.128 0.953 -0.077
H 8.1096 -1.1326 3.2248 0.213 -0.222 -0.914 0.260
H 6.8121 -2.3440 3.3278 0.029 0.020 0.098 0.273
H 6.4767 -0.6052 3.3336 -0.279 -0.088 -0.084 0.191
H 4.1861 -0.9920 -1.5829 0.878 0.263 -0.377 0.142
H 3.6765 -2.3764 -0.8065 0.272 -0.706 0.253 -0.048
H 5.0402 -2.5996 -2.0067 -0.710 0.311 -0.310 0.293

=====

Listing max |F| for the structures above in their given order: 0.9 0.4 4.8 eV Å⁻¹.
Listing DFT total energy for the structures above in their given order: -50843.1712 -91795.1833 -98544.9338 eV.